C6H10O | ωB97M-V with the def2-TZVPD basis set

The geometry in XYZ format:
```
17
Properties=species:S:1:pos:R:3:forces:R:3:nbo_charge:R:1
C -0.572 -2.274 1.758 0.146 1.412 -0.524 -0.264
C -0.177 -1.556 0.859 0.016 -0.337 -0.086 -0.017
C 0.210 -0.763 -0.328 -0.002 2.898 0.311 -0.318
C -0.581 -1.093 -1.586 -1.309 2.012 -0.009 -0.595
C 0.058 1.068 -0.070 -0.919 -2.346 -2.055 0.182
C 0.368 1.490 1.370 -0.512 3.507 -5.075 -0.635
O -1.273 1.395 -0.506 -0.822 0.155 0.662 -0.762
H -1.015 -2.626 2.667 0.235 -0.292 -0.290 0.239
H 1.239 -0.922 -0.716 -0.232 0.074 1.180 0.226
H -1.696 -1.113 -1.538 0.830 0.324 0.449 0.213
H -0.301 -2.078 -1.787 0.541 -1.515 -1.184 0.209
H -0.308 -0.311 -2.354 -0.183 -1.259 0.479 0.217
H 0.676 1.498 -0.969 -0.756 -0.727 2.095 0.187
H -0.289 0.984 1.894 -2.773 -2.605 3.322 0.209
H 1.345 1.276 1.477 3.324 -0.806 1.249 0.216
H 0.176 2.577 1.469 0.223 -0.517 -0.003 0.213
H -2.074 1.201 0.073 2.191 0.022 -0.524 0.481
```
Forces are in eV/Å.

Its total charge is 0. As for the total energy: -8427.8227 eV. The calculation puts the HOMO-LUMO gap at 10.1 eV. For the largest force on an atom, the calculation gives 6.2 eV Å⁻¹. The molecular weight comes out at 98.14 g mol⁻¹. For the LUMO energy, the calculation gives 0.95 eV. As for the SMILES: C#C[C@@H](C)[C@H](C)O.

***

C6H10O | ωB97M-V with the def2-TZVPD basis set

The geometry in XYZ format:
```
17
Properties=species:S:1:pos:R:3:forces:R:3:nbo_charge:R:1
C 1.889 -0.596 0.120 0.006 -0.008 -0.003 -0.607
C 0.598 0.092 0.559 -0.067 0.030 -0.011 -0.236
C 0.129 1.244 -0.369 -0.009 0.069 -0.023 -0.451
C -1.378 1.064 -0.449 -0.106 0.352 0.392 -0.209
C -1.801 0.073 0.342 -0.049 0.183 -0.052 -0.215
C -0.625 -0.846 0.566 -0.019 0.134 0.195 0.050
O -0.708 -1.606 -0.647 0.403 -0.264 -0.045 -0.711
H 1.754 -1.075 -0.854 0.028 0.095 0.127 0.221
H 2.718 0.118 0.047 -0.159 -0.080 0.020 0.207
H 2.184 -1.376 0.833 -0.069 0.133 -0.100 0.210
H 0.730 0.486 1.576 -0.107 -0.077 -0.157 0.206
H 0.640 1.221 -1.340 -0.195 -0.034 0.074 0.212
H 0.335 2.228 0.073 0.116 -0.141 -0.134 0.223
H -2.012 1.659 -1.100 0.042 0.220 0.361 0.214
H -2.817 -0.279 0.491 0.102 0.199 -0.099 0.222
H -0.646 -1.535 1.418 -0.086 0.126 -0.238 0.194
H -1.005 -0.893 -1.241 0.168 -0.937 -0.307 0.470
```
Forces are in eV/Å.

Its total charge is 0. As for the total energy: -8430.5772 eV. The calculation puts the HOMO-LUMO gap at 10.5 eV. For the largest force on an atom, the calculation gives 1.0 eV Å⁻¹. The molecular weight comes out at 98.14 g mol⁻¹. For the LUMO energy, the calculation gives 1.04 eV. As for the SMILES: C[C@H]1CC=C[C@H]1O.

***

C6H10O | ωB97M-V with the def2-TZVPD basis set

The geometry in XYZ format:
```
17
Properties=species:S:1:pos:R:3:forces:R:3:nbo_charge:R:1
C 2.239 0.113 0.058 -0.023 -0.083 -0.023 -0.645
C 0.764 -0.175 -0.016 -0.188 -0.298 0.050 -0.022
C 0.101 -1.256 0.419 -0.005 0.049 0.201 -0.181
C -1.404 -1.150 0.316 -0.410 0.387 1.365 -0.456
C -1.581 0.167 -0.510 -0.217 0.045 0.336 -0.431
C -0.175 0.839 -0.635 -0.148 -0.414 -0.129 0.065
O -0.077 2.132 -0.045 -0.109 -0.093 0.306 -0.712
H 2.420 1.153 0.362 -0.136 -0.234 -0.032 0.229
H 2.717 -0.010 -0.923 -0.117 0.009 0.115 0.219
H 2.750 -0.547 0.766 -0.106 0.065 -0.120 0.216
H 0.584 -2.099 0.902 0.015 0.039 -0.011 0.205
H -1.887 -1.128 1.352 1.077 1.194 -0.531 0.204
H -2.032 -2.021 0.155 0.564 -0.480 -1.837 0.231
H -2.036 0.099 -1.509 0.069 -0.458 0.426 0.220
H -2.222 0.805 0.089 -0.108 0.414 -0.215 0.215
H 0.106 1.037 -1.681 -0.192 -0.189 0.192 0.180
H -0.266 2.039 0.898 0.032 0.045 -0.094 0.460
```
Forces are in eV/Å.

Its total charge is 0. As for the total energy: -8430.6535 eV. The calculation puts the HOMO-LUMO gap at 9.9 eV. For the largest force on an atom, the calculation gives 2.0 eV Å⁻¹. The molecular weight comes out at 98.14 g mol⁻¹. For the LUMO energy, the calculation gives 0.94 eV. As for the SMILES: CC1=CCC[C@H]1O.

***

Question: Look up the largest force on an atom of the second one.
Answer: 1.0 eV Å⁻¹

***

Copy entry 2 word for word.
C6H10O | ωB97M-V with the def2-TZVPD basis set

The geometry in XYZ format:
```
17
Properties=species:S:1:pos:R:3:forces:R:3:nbo_charge:R:1
C 1.889 -0.596 0.120 0.006 -0.008 -0.003 -0.607
C 0.598 0.092 0.559 -0.067 0.030 -0.011 -0.236
C 0.129 1.244 -0.369 -0.009 0.069 -0.023 -0.451
C -1.378 1.064 -0.449 -0.106 0.352 0.392 -0.209
C -1.801 0.073 0.342 -0.049 0.183 -0.052 -0.215
C -0.625 -0.846 0.566 -0.019 0.134 0.195 0.050
O -0.708 -1.606 -0.647 0.403 -0.264 -0.045 -0.711
H 1.754 -1.075 -0.854 0.028 0.095 0.127 0.221
H 2.718 0.118 0.047 -0.159 -0.080 0.020 0.207
H 2.184 -1.376 0.833 -0.069 0.133 -0.100 0.210
H 0.730 0.486 1.576 -0.107 -0.077 -0.157 0.206
H 0.640 1.221 -1.340 -0.195 -0.034 0.074 0.212
H 0.335 2.228 0.073 0.116 -0.141 -0.134 0.223
H -2.012 1.659 -1.100 0.042 0.220 0.361 0.214
H -2.817 -0.279 0.491 0.102 0.199 -0.099 0.222
H -0.646 -1.535 1.418 -0.086 0.126 -0.238 0.194
H -1.005 -0.893 -1.241 0.168 -0.937 -0.307 0.470
```
Forces are in eV/Å.

Its total charge is 0. As for the total energy: -8430.5772 eV. The calculation puts the HOMO-LUMO gap at 10.5 eV. For the largest force on an atom, the calculation gives 1.0 eV Å⁻¹. The molecular weight comes out at 98.14 g mol⁻¹. For the LUMO energy, the calculation gives 1.04 eV. As for the SMILES: C[C@H]1CC=C[C@H]1O.